Molecular formula: C5H31NO10
Method: DFT, wB97M-V/def2-TZVPD

Frontier orbital gap in hartree: 0.349
LUMO in eV: 0.13
Maximum force in eV Å⁻¹: 1.37
Net charge: 0
Energy above the lowest of the compared OMol25 structures with the same formula, charge and spin in kJ/mol: 0.0
SMILES: CCCNCCO.O.O.O.O.O.O.O.O.O

```
47
Properties=species:S:1:pos:R:3:forces:R:3:lowdin_charge:R:1
C 1.419 -2.875 -1.692 0.10 0.16 0.01 -0.097
C 2.272 -2.224 -0.608 0.32 -0.08 0.13 -0.242
C 1.841 -0.803 -0.272 -0.54 0.11 -0.54 -0.224
N 0.700 -0.796 0.666 0.28 0.25 -0.43 -0.062
C 0.139 0.551 0.905 -0.16 -0.45 0.60 -0.161
C -1.340 0.587 0.576 -0.42 0.13 -0.32 -0.175
O -2.046 -0.222 1.546 -0.21 0.15 0.28 -0.113
H 1.782 -3.873 -1.934 0.00 0.01 -0.08 0.073
H 0.375 -2.959 -1.401 -0.02 -0.08 0.11 0.043
H 1.431 -2.253 -2.588 0.10 -0.10 -0.14 0.076
H 3.336 -2.201 -0.902 -0.40 -0.05 -0.07 0.111
H 2.242 -2.830 0.307 0.01 0.07 -0.05 0.105
H 2.681 -0.227 0.089 0.40 0.22 0.47 0.110
H 1.548 -0.273 -1.205 -0.10 -0.36 0.46 0.124
H 0.972 -1.246 1.532 0.13 0.20 0.07 0.089
H 0.293 0.867 1.954 -0.13 -0.14 -0.45 0.109
H 0.656 1.293 0.314 0.16 0.17 -0.38 0.116
H -1.753 1.601 0.590 0.25 -0.01 0.08 0.129
H -1.572 0.152 -0.408 0.40 0.24 0.11 0.112
H -2.954 0.089 1.631 0.07 0.01 -0.07 0.122
O -0.823 -0.313 4.031 -0.08 -0.22 -0.38 -0.083
H -0.195 -1.059 3.950 -0.37 0.20 0.03 0.005
H -1.275 -0.266 3.158 0.20 -0.07 0.54 0.020
O -1.499 -2.485 0.162 0.14 -0.02 0.20 -0.088
H -1.901 -1.838 0.772 -0.16 -0.25 -0.05 0.026
H -0.564 -2.182 0.230 -0.14 0.10 -0.03 0.018
O 0.262 2.641 -3.067 -0.10 -1.09 -0.28 -0.089
H 0.384 2.906 -3.986 0.06 0.16 0.01 0.082
H -0.013 1.675 -3.154 0.10 0.77 0.00 0.039
O -0.695 0.248 -3.721 -1.01 -0.83 0.39 -0.078
H -1.474 0.398 -4.275 0.31 0.39 -0.23 0.068
H -1.114 -0.430 -3.115 0.67 0.18 -0.07 0.024
O 0.892 -2.413 3.625 0.19 -0.37 0.05 -0.032
H 1.579 -2.465 4.300 0.04 0.07 -0.05 0.075
H 0.457 -3.274 3.650 -0.02 0.11 -0.07 0.076
O 2.665 3.348 -1.925 -0.13 -0.05 0.09 -0.090
H 2.456 3.865 -1.139 0.00 -0.11 -0.17 0.027
H 1.807 3.030 -2.273 0.31 0.21 0.21 -0.023
O 0.849 1.807 4.265 -0.01 -0.18 -0.11 -0.098
H 0.263 1.019 4.181 0.06 0.34 0.16 -0.027
H 0.481 2.302 5.001 0.01 0.04 0.02 0.025
O -2.027 -1.713 -2.317 0.07 -0.05 0.02 -0.095
H -2.004 -2.555 -2.799 0.01 0.34 0.37 0.065
H -1.858 -1.924 -1.350 -0.11 -0.30 -0.61 0.003
O -1.847 3.902 -1.933 -0.16 -0.22 0.11 -0.093
H -1.096 3.403 -2.321 -0.21 0.53 0.10 -0.024
H -1.617 4.834 -1.957 0.13 -0.12 -0.05 0.024
```
Forces are in eV/Å.

Molecular formula: C5H31NO12
Method: DFT, wB97M-V/def2-TZVPD

Frontier orbital gap in hartree: 0.348
LUMO in eV: -0.11
Maximum force in eV Å⁻¹: 4.71
Net charge: 0
Energy above the lowest of the compared OMol25 structures with the same formula, charge and spin in kJ/mol: 509.1
SMILES: O=CCCCNCO.O.O.O.O.O.O.O.O.O.O

```
49
Properties=species:S:1:pos:R:3:forces:R:3:lowdin_charge:R:1
O -2.582 2.340 -0.776 -0.39 0.52 0.91 0.052
C -3.260 1.479 -0.270 1.23 -1.97 -2.90 -0.193
C -3.152 0.056 -0.886 0.88 2.30 -2.57 -0.160
C -2.139 -0.783 -0.214 1.10 -2.47 1.23 -0.220
C -0.738 -0.141 -0.004 -0.78 -0.27 -1.14 -0.186
N -0.090 0.132 -1.342 0.67 0.79 0.93 -0.019
C 1.323 0.400 -1.051 2.29 3.02 0.93 -0.309
O 2.212 -0.667 -0.973 0.45 -1.48 -0.40 -0.084
H -3.953 1.592 0.497 -1.23 0.84 1.88 0.102
H -4.062 -0.443 -1.120 -1.12 -0.43 0.72 0.102
H -2.819 0.311 -1.947 0.04 -0.28 1.15 0.134
H -2.028 -1.789 -0.708 -0.02 0.94 -0.10 0.116
H -2.551 -1.125 0.753 0.33 0.50 0.05 0.111
H -0.056 -0.866 0.564 -1.33 1.41 -0.71 0.111
H -0.963 0.852 0.443 0.90 -0.87 0.58 0.104
H -0.440 1.056 -1.686 0.22 -1.03 0.13 0.078
H 1.489 0.985 -0.056 -0.91 -0.75 -1.06 0.125
H 1.940 1.116 -1.755 -2.16 -1.35 0.55 0.162
H 2.149 -1.341 -0.268 -0.37 1.01 0.53 0.050
O 1.811 -2.671 -2.644 -0.43 -2.27 -1.32 -0.051
H 0.907 -2.527 -3.007 0.42 0.24 0.28 0.010
H 1.909 -2.092 -1.919 0.38 2.10 0.67 -0.043
O -0.474 2.969 -2.378 1.98 -4.17 -0.91 0.025
H -0.088 3.628 -2.870 1.17 2.56 -1.47 0.020
H -1.115 3.255 -1.819 -3.09 1.68 2.38 -0.037
O -2.080 0.982 2.736 2.19 -0.41 -0.64 -0.053
H -1.103 0.796 2.848 -0.97 0.23 -0.94 0.045
H -2.297 0.894 3.643 -1.10 0.07 1.51 0.012
O 1.930 -2.469 1.200 -1.13 0.68 -0.51 -0.079
H 2.663 -2.901 1.643 -0.17 -0.50 -0.39 0.077
H 1.374 -3.049 0.594 1.21 -0.57 0.88 0.040
O 1.043 -4.300 -0.610 2.45 1.81 0.00 -0.067
H 0.144 -4.523 -0.639 -1.98 -0.33 -0.48 0.017
H 1.288 -3.602 -1.328 -0.61 -1.71 0.20 0.042
O 2.738 2.927 2.583 1.38 -0.14 -1.38 -0.063
H 2.125 2.240 2.345 -1.04 -0.65 0.34 -0.015
H 3.430 2.690 1.914 -0.37 0.66 1.00 0.062
O 1.035 -0.077 2.527 0.06 -0.35 -0.71 -0.073
H 1.137 -0.828 1.896 0.27 0.70 0.56 -0.004
H 0.977 -0.546 3.360 -0.11 0.09 0.59 0.010
O -0.394 -1.721 4.499 0.96 -1.08 -0.74 -0.042
H -0.045 -2.427 3.914 0.50 0.45 0.62 0.061
H -1.296 -1.850 4.248 -1.46 0.48 0.15 0.028
O 1.480 4.567 -0.304 -2.19 0.54 -3.15 -0.014
H 2.054 4.555 0.394 2.12 -0.33 2.98 -0.034
H 0.977 3.754 -0.328 0.03 -0.26 0.16 0.011
O -0.692 -2.082 -3.244 -0.96 0.94 -1.75 -0.081
H -0.773 -1.520 -4.078 0.12 -1.05 1.82 0.110
H -1.034 -1.526 -2.517 0.59 0.14 -0.43 0.012
```
Forces are in eV/Å.

Molecular formula: C5H31NO12
Method: DFT, wB97M-V/def2-TZVPD

Frontier orbital gap in hartree: 0.348
LUMO in eV: -0.18
Maximum force in eV Å⁻¹: 1.17
Net charge: 0
Energy above the lowest of the compared OMol25 structures with the same formula, charge and spin in kJ/mol: 252.2
SMILES: O=CCCCNCO.O.O.O.O.O.O.O.O.O.O

```
49
Properties=species:S:1:pos:R:3:forces:R:3:lowdin_charge:R:1
O 0.445 -3.577 1.933 0.25 0.08 0.02 0.047
C 0.908 -2.490 2.186 -0.18 0.04 0.86 -0.240
C 2.046 -1.808 1.495 0.43 -0.61 -0.91 -0.146
C 1.738 -0.336 1.210 0.47 -0.24 -0.10 -0.173
C 0.437 -0.227 0.414 0.07 0.83 0.10 -0.221
N 0.575 -0.898 -0.876 -0.09 -1.00 0.53 -0.048
C -0.505 -0.717 -1.830 0.42 0.57 -0.33 -0.251
O -0.182 0.384 -2.652 -0.57 -0.12 -0.10 -0.060
H 0.472 -1.929 3.036 0.08 0.09 -0.02 0.129
H 2.958 -1.974 2.077 -0.14 0.31 0.35 0.132
H 2.262 -2.371 0.578 -0.19 0.09 -0.03 0.110
H 2.522 0.125 0.604 0.12 -0.31 -0.04 0.105
H 1.769 0.199 2.159 -0.63 0.12 -0.08 0.104
H 0.234 0.834 0.236 -0.04 -0.08 -0.01 0.105
H -0.399 -0.604 1.025 -0.05 -0.08 -0.22 0.092
H 0.655 -1.896 -0.679 -0.11 -0.11 -0.34 0.071
H -1.485 -0.582 -1.351 0.03 0.16 0.03 0.111
H -0.588 -1.559 -2.515 0.21 -0.28 0.35 0.133
H -0.423 1.195 -2.181 -0.04 0.23 -0.24 0.025
O 2.319 1.423 -3.476 0.23 -0.27 -0.30 -0.055
H 2.985 0.764 -3.231 0.14 0.03 0.13 0.031
H 1.578 0.863 -3.751 -0.24 0.26 0.26 0.048
O 0.033 -3.855 -0.706 0.04 -0.29 0.17 -0.081
H -0.931 -3.938 -0.760 0.12 0.15 0.02 0.025
H 0.225 -4.079 0.227 -0.01 0.09 -0.50 0.010
O -0.441 0.576 3.353 -0.86 0.38 -0.53 -0.059
H -0.596 1.378 2.833 0.56 0.27 0.13 0.010
H -1.164 0.089 2.929 0.08 -0.56 0.44 0.038
O -0.682 2.788 -1.471 -0.35 0.66 0.56 -0.068
H -1.228 3.583 -1.528 -0.08 -0.25 -0.22 0.075
H 0.233 3.130 -1.335 0.10 -0.36 0.05 0.016
O 1.897 3.095 -1.403 0.51 -0.23 0.16 -0.068
H 2.664 2.956 -0.837 -0.20 0.23 0.15 0.063
H 2.034 2.413 -2.104 -0.12 0.09 -0.38 0.012
O -4.170 -0.153 -0.356 0.34 -0.32 -0.04 -0.066
H -3.391 0.245 0.065 -0.27 0.21 0.07 -0.013
H -4.850 0.518 -0.284 -0.09 0.07 0.00 0.035
O -2.264 1.614 0.953 -0.07 -0.25 0.12 -0.061
H -1.748 1.964 0.215 0.15 0.20 -0.15 0.018
H -2.537 2.380 1.480 0.16 0.07 -0.13 0.029
O -1.924 3.746 2.859 0.14 -0.31 0.20 -0.044
H -1.002 4.011 2.760 -0.07 0.13 -0.06 0.058
H -1.898 3.103 3.583 -0.11 0.20 0.02 0.052
O -2.486 -2.884 0.114 -0.30 0.21 -0.24 -0.046
H -3.228 -2.480 -0.361 -0.02 -0.07 0.17 0.044
H -1.909 -2.132 0.285 0.10 -0.08 0.08 0.009
O 3.221 -0.712 -1.847 -0.10 0.51 -0.28 -0.082
H 3.569 -1.495 -1.423 -0.01 -0.22 0.02 0.033
H 2.251 -0.681 -1.652 0.20 -0.24 0.23 0.011
```
Forces are in eV/Å.

Molecular formula: C5H32NO10
Method: DFT, wB97M-V/def2-TZVPD

Frontier orbital gap in hartree: 0.395
LUMO in eV: -2.51
Maximum force in eV Å⁻¹: 2.22
Net charge: +1
Energy above the lowest of the compared OMol25 structures with the same formula, charge and spin in kJ/mol: 44.9

```
48
Properties=species:S:1:pos:R:3:forces:R:3:lowdin_charge:R:1
C 0.637 -0.628 -1.320 0.25 0.55 -0.88 -0.206
O 1.921 -0.083 -1.087 -0.12 -0.43 0.40 -0.095
C -0.267 -0.464 -0.133 -0.13 -0.26 2.20 -0.230
C -1.423 -1.517 0.007 1.23 -0.11 0.51 -0.366
C -2.307 -1.443 -1.196 0.41 0.12 -0.95 -0.052
C -2.208 -1.414 1.324 0.96 0.18 1.41 -0.057
N -0.853 0.933 -0.048 -0.06 0.18 0.28 0.230
H 0.242 -0.080 -2.186 -0.09 -0.40 -0.05 0.129
H 0.750 -1.682 -1.542 -0.31 -0.30 -0.18 0.130
H 2.323 -0.670 -0.386 0.27 0.62 0.05 0.057
H 0.432 -0.470 0.756 -0.87 -0.42 -0.75 0.148
H -0.906 -2.509 0.083 -0.26 0.80 -0.49 0.132
H -2.742 -0.465 -1.312 -1.24 0.32 0.70 0.072
H -3.004 -2.277 -1.176 -0.28 0.37 -0.41 0.102
H -1.756 -1.359 -2.134 0.35 -1.17 -0.11 0.088
H -1.503 -1.019 2.091 -0.42 -0.13 -0.20 0.078
H -3.112 -0.813 1.402 0.04 0.30 -0.63 0.082
H -2.498 -2.386 1.741 0.06 -0.01 -0.45 0.086
H -0.416 1.598 -0.676 0.04 -0.02 -0.47 0.133
H -1.861 0.985 -0.197 -0.02 0.03 -0.44 0.124
H -0.673 1.343 0.888 0.00 -0.32 0.04 0.095
H 0.360 -5.722 -1.148 -0.40 -0.41 -0.14 0.043
H -1.197 -5.749 -0.809 0.43 -0.33 -0.22 0.050
O -0.387 -5.228 -0.802 -0.12 0.71 0.40 -0.055
H 2.203 1.502 -1.681 0.00 -0.07 -0.18 0.007
H 2.944 2.693 -2.332 -0.20 0.08 -0.08 0.058
O 2.062 2.336 -2.178 -0.01 0.03 0.26 -0.067
H 1.556 1.285 2.434 1.17 0.80 -0.63 0.000
H 2.939 1.835 1.759 -0.39 0.31 -0.06 0.055
O 2.503 1.124 2.225 -0.16 -1.02 0.74 -0.060
H 2.644 -0.731 1.810 0.43 0.22 -0.37 0.025
H 2.436 -2.196 1.245 0.56 0.88 -0.50 0.037
O 2.856 -1.315 1.061 -0.52 -0.85 0.75 -0.080
H 0.984 -3.971 0.766 0.50 -0.37 -0.65 0.061
H 2.326 -4.048 -0.116 -0.35 -0.26 0.29 0.079
O 1.671 -3.472 0.294 -0.34 0.16 0.28 -0.047
H -0.382 1.480 3.166 -0.06 -0.07 -0.04 0.107
H -0.188 2.810 2.463 0.64 -0.12 0.18 0.073
O -0.010 1.851 2.353 -1.15 0.38 0.54 -0.049
H 0.350 5.182 3.062 -0.09 0.01 0.10 0.062
H 1.431 4.489 3.868 -0.06 -0.20 0.04 0.066
O 0.548 4.347 3.504 -0.02 0.25 -0.26 -0.040
H 0.180 2.401 -2.740 0.39 0.11 -0.12 0.005
H -0.202 2.574 -4.172 -0.28 -0.02 -0.11 0.077
O -0.593 2.340 -3.322 0.34 -0.07 0.11 -0.054
H -1.941 2.675 -2.275 -0.26 0.08 -0.08 -0.008
H -3.303 3.238 -1.810 -0.02 -0.01 0.05 0.052
O -2.567 2.691 -1.523 0.16 -0.15 0.14 -0.075
```
Forces are in eV/Å.

Molecular formula: C5H32NO10S
Method: DFT, wB97M-V/def2-TZVPD

Frontier orbital gap in hartree: 0.222
LUMO in eV: 2.46
Maximum force in eV Å⁻¹: 1.92
Net charge: -1
Energy above the lowest of the compared OMol25 structures with the same formula, charge and spin in kJ/mol: 92.2

```
49
Properties=species:S:1:pos:R:3:forces:R:3:lowdin_charge:R:1
C 1.309 -0.354 0.477 1.14 0.46 -1.48 -0.238
N -0.063 0.098 0.660 0.51 0.90 0.53 -0.059
C -0.489 1.120 -0.318 -0.83 -1.02 -0.04 -0.307
C -1.203 0.504 -1.527 -0.36 0.53 -1.09 -0.710
S -2.666 1.512 -2.090 0.38 -0.37 0.52 0.193
C 1.552 -1.512 -0.531 -0.13 0.18 0.11 -0.229
C 2.724 -1.191 -1.479 -0.30 -0.16 0.79 -0.102
H 1.856 -0.450 1.412 -0.36 -0.59 0.00 0.075
H 1.892 0.437 -0.016 -0.49 0.53 0.32 0.105
H -0.718 -0.661 0.586 -0.15 -0.52 0.08 0.075
H 0.370 1.735 -0.540 0.00 0.13 -0.29 0.080
H -1.280 1.754 0.073 0.29 0.41 0.65 0.038
H -0.557 0.415 -2.399 0.24 -0.10 0.05 -0.005
H -1.550 -0.506 -1.291 0.09 -0.05 0.15 0.041
H 0.644 -1.624 -1.115 -0.24 -0.47 0.26 0.059
H 1.757 -2.406 0.061 -0.15 -0.36 -0.50 0.094
H 3.532 -0.974 -0.780 0.52 0.31 -0.57 0.074
H 3.019 -1.968 -2.177 -0.03 -0.53 0.28 0.068
H 2.480 -0.364 -2.141 0.10 0.51 0.31 0.063
H 0.948 -1.928 3.289 0.22 -0.15 0.11 0.010
H 0.704 -2.498 1.946 0.06 -0.35 -0.13 0.004
O 0.928 -2.785 2.840 -0.25 0.46 -0.04 -0.055
H -1.949 0.804 2.855 -0.28 -0.18 0.43 0.025
H -0.524 0.775 2.588 0.12 -0.24 -0.26 -0.006
O -1.123 0.794 3.366 -0.08 0.36 -0.76 -0.096
H 0.533 4.860 -0.476 -0.03 0.15 -0.09 0.017
H 1.198 3.522 -0.482 -0.01 0.00 0.07 0.005
O 1.032 4.279 -1.054 0.22 -0.04 -0.12 -0.054
H 0.849 1.144 -3.807 0.08 -0.18 -0.30 -0.007
H 1.076 2.520 -3.267 0.04 0.20 -0.21 0.021
O 1.336 1.954 -4.007 -0.12 -0.01 0.49 -0.069
H -1.255 -4.357 -1.127 -0.20 -0.03 0.10 0.029
H -1.456 -3.469 0.140 -0.25 0.06 -0.29 -0.007
O -0.836 -3.700 -0.571 0.38 0.01 0.08 -0.065
H 0.744 0.297 3.730 -0.03 0.15 0.12 0.013
H 2.226 0.546 4.018 -0.02 0.01 -0.05 0.058
O 1.612 0.341 3.306 0.17 -0.08 0.65 -0.055
H 0.480 -1.354 -2.916 -0.17 -0.07 0.04 -0.012
H -0.189 -1.486 -4.289 -0.10 0.07 0.12 0.051
O 0.662 -1.361 -3.860 0.20 0.02 -0.30 -0.050
H -0.649 4.158 1.184 -0.54 -0.35 0.29 0.041
H -0.341 3.073 2.304 -0.42 0.10 -0.13 0.028
O 0.028 3.631 1.612 0.87 0.19 0.04 -0.047
H -3.329 -1.748 0.853 0.48 0.34 0.11 0.022
H -2.448 -2.228 2.027 -0.08 0.21 -0.01 0.049
O -2.707 -2.434 1.124 0.05 -0.90 0.09 -0.063
H -2.754 0.675 0.255 -0.47 0.15 -0.43 -0.050
H -4.154 0.207 0.607 0.07 0.40 -0.16 0.052
O -3.253 0.205 0.949 -0.17 -0.07 0.49 -0.102
```
Forces are in eV/Å.

Molecular formula: C5H33N2O10
Method: DFT, wB97M-V/def2-TZVPD

Frontier orbital gap (alpha / beta) in hartree: 0.391 / 0.184
2S+1: 2
LUMO (alpha / beta) in eV: -5.70 / -11.32
Maximum force in eV Å⁻¹: 3.47
Net charge: +2
Energy above the lowest of the compared OMol25 structures with the same formula, charge and spin in kJ/mol: 0.0

```
50
Properties=species:S:1:pos:R:3:forces:R:3:lowdin_charge:R:1
C -1.670 1.314 -0.692 0.20 -0.07 -1.02 -0.157
O -0.960 1.780 -1.832 0.36 0.07 -0.10 -0.085
C -0.928 0.096 -0.121 -0.58 0.53 0.81 -0.250
C -1.693 -0.509 1.052 -0.02 -0.93 -0.41 -0.142
C -0.947 -1.628 1.774 0.14 0.70 0.86 -0.130
C -0.483 -2.815 0.874 0.41 -0.64 0.63 -0.136
N 0.861 -2.635 0.345 -2.42 -1.48 -2.00 0.300
N 0.429 0.596 0.345 -1.29 -0.55 -0.77 0.228
H -2.683 1.041 -1.009 0.04 -0.14 0.38 0.145
H -1.732 2.171 -0.007 0.00 -0.58 0.09 0.131
H -0.891 1.076 -2.508 -0.25 0.18 0.11 0.059
H -0.794 -0.669 -0.902 0.22 0.38 0.03 0.130
H -2.633 -0.944 0.675 0.23 0.29 -0.08 0.147
H -1.969 0.263 1.759 0.01 0.23 0.23 0.097
H -0.062 -1.227 2.329 -0.56 -0.43 -0.34 0.125
H -1.608 -2.036 2.557 0.31 -0.04 -0.39 0.143
H -1.184 -2.952 0.012 0.46 0.48 0.19 0.173
H -0.509 -3.757 1.442 0.17 0.47 -0.03 0.144
H 1.383 -3.506 0.310 0.88 0.06 0.76 0.162
H 0.864 -2.256 -0.628 0.49 0.63 0.38 0.080
H 0.975 -0.155 0.731 0.46 -0.15 0.13 0.097
H 0.941 0.952 -0.475 0.21 0.29 0.45 0.121
H 0.287 1.325 1.083 0.59 0.59 -0.19 0.113
H 0.227 -1.539 -2.957 0.15 -0.07 -0.44 0.033
H 1.133 -2.835 -3.187 -0.08 0.05 -0.16 0.099
O 0.902 -2.140 -2.562 -0.32 -0.04 0.67 -0.055
H -0.848 -0.078 -4.506 -0.06 -0.05 -0.06 0.105
H -1.774 -0.854 -3.484 -0.02 0.42 -0.43 0.029
O -0.924 -0.349 -3.583 0.09 -0.48 0.36 -0.056
H 1.463 2.708 2.416 -0.28 0.15 -0.35 0.050
H 0.846 3.396 1.092 0.12 -0.24 0.24 0.065
O 0.638 2.836 1.866 0.35 -0.09 0.08 -0.087
H -2.402 2.864 2.887 -0.10 -0.13 -0.04 0.071
H -1.025 2.526 2.305 -0.13 0.18 0.15 0.000
O -1.950 2.212 2.338 0.08 0.20 0.13 -0.068
H 2.998 1.142 3.055 0.08 0.22 -0.03 0.000
H 3.015 2.257 4.096 0.03 0.24 -0.06 0.077
O 2.916 2.110 3.147 -0.19 -0.07 0.15 -0.047
H 2.946 -1.116 2.220 0.48 -0.16 0.09 0.040
H 3.644 -1.048 3.621 -0.04 -0.08 -0.22 0.088
O 3.039 -0.594 3.019 -0.34 -0.12 0.05 -0.029
H 3.402 -0.349 -1.512 -0.04 -0.04 -0.12 0.075
H 2.050 -1.126 -1.785 0.61 0.27 -0.41 -0.012
O 2.512 -0.512 -1.184 -0.36 -0.08 0.57 -0.051
H -4.107 -1.076 -3.555 -0.01 -0.09 -0.07 0.088
H -3.393 -2.445 -3.743 -0.21 0.14 -0.03 0.084
O -3.286 -1.553 -3.389 0.13 -0.19 0.16 -0.024
H 0.407 2.811 -1.409 0.04 0.44 -0.18 0.011
H 1.425 4.013 -1.394 -0.06 -0.06 -0.10 0.073
O 1.154 3.216 -0.927 0.01 -0.21 0.31 -0.054
```
Forces are in eV/Å.

> Which value of energy above the lowest of the compared OMol25 structures with the same formula, charge and spin does entry 5 give?

92.2 kJ/mol